The following is a quantum chemistry calculation of a cluster of 9 separate species, C37H68N8OP in total at a distorted geometry, from the OMol25 dataset.

Properties
- Maximum force: 2.02 eV/Å
- HOMO: -3.2 eV
- Total charge: -1
- Gap between HOMO and LUMO: 5.101 eV

Geometry as XYZ:
```
115
Properties=species:S:1:pos:R:3:forces:R:3
H 5.3279 6.1535 -2.9821 0.002 0.009 0.044
C -0.6046 9.4967 2.2102 0.055 0.049 0.104
C 1.9721 1.7825 1.7470 -0.032 0.408 -0.476
H -2.9553 3.0483 0.6839 0.401 -0.206 -0.519
H -0.1842 0.5115 -5.6799 -0.189 0.012 0.033
C 1.4152 -7.3383 6.0678 0.300 0.002 -0.129
N -3.7007 -4.2927 7.0909 0.095 -0.068 -0.140
C -4.3602 -0.0371 -1.9689 -0.054 -0.172 0.143
C -3.2617 -4.6498 6.0901 -0.042 -0.131 0.095
C 0.1709 -8.0442 6.6125 0.082 0.336 0.167
C -4.8180 -1.4087 -2.4484 0.197 0.358 -0.262
C -6.0916 -1.8998 -1.7545 0.144 -0.173 -0.273
H -4.0933 -0.0496 -0.9099 0.054 0.191 -0.069
H 6.5351 5.3962 -1.9342 -0.056 0.030 -0.009
C 2.5463 4.9214 -1.3856 -0.155 0.091 -0.083
H 1.1258 -6.4396 5.5161 -0.063 -0.049 0.101
H -0.4618 0.0801 -4.0014 -0.190 -0.033 -0.014
C 3.2682 4.3186 -2.5087 0.143 -0.328 -0.056
H -3.0583 -6.1233 4.6015 -0.049 0.042 0.143
H -1.2411 9.2253 3.0556 -0.012 -0.023 -0.079
C -0.5440 7.1328 1.2585 0.390 -0.116 -0.077
H 0.0327 3.9805 0.9732 -0.103 -1.351 -0.076
C -0.2671 2.8905 0.8635 -0.177 -0.508 0.003
H -3.2319 -5.8516 -8.0314 0.144 -0.007 0.092
H 9.5979 3.8159 3.3508 -0.017 0.031 -0.031
N 1.9798 5.3973 -0.5067 0.180 0.039 -0.131
C 7.3434 2.1795 1.3385 0.048 -0.159 -0.054
H -5.0096 -1.3561 -3.5250 -0.056 -0.166 0.071
O -2.5548 0.7519 0.6508 0.235 -0.847 0.049
H 4.9354 3.6010 -1.3297 -0.075 -0.022 -0.097
H 6.5013 1.6760 3.1857 0.054 -0.043 -0.183
H -3.0242 1.1735 2.9149 0.127 -0.521 0.021
H -1.1778 7.4419 0.4231 -0.095 -0.059 0.112
C -1.0825 2.3977 2.1381 1.064 0.770 0.173
H -3.4365 -3.4402 -7.1217 0.057 0.076 0.014
C -0.5971 -0.2655 -5.0297 0.313 0.032 -0.158
H -2.7077 -3.1648 3.8605 0.042 -0.099 0.026
H -0.9380 2.8575 -0.0610 0.705 -0.050 1.147
P -2.9585 2.0667 1.7618 -0.289 0.872 0.912
C 0.1766 -1.5677 -5.2513 0.097 -0.294 0.109
H -1.0290 3.2442 2.9043 -0.204 -1.083 -0.873
C 4.7680 4.1952 -2.2320 0.312 0.074 0.059
H -1.7061 -3.7261 -9.6358 -0.040 -0.133 -0.007
H -3.3134 3.1529 2.6673 -0.189 -0.006 0.002
H -2.6678 -0.0834 1.1530 0.092 0.819 -0.292
H 2.5845 -9.1297 5.7029 -0.012 0.021 -0.038
H 5.0798 6.0991 -1.2278 -0.026 -0.010 -0.061
H 1.6320 2.6336 -0.2234 -0.560 -0.896 0.863
H -5.1430 0.7117 -2.1178 0.031 -0.013 0.001
H 0.9272 8.6646 0.9664 -0.019 -0.153 0.021
H 1.7192 -8.5333 4.2759 0.005 -0.019 0.063
C 7.3898 2.1862 2.8027 -0.257 0.080 0.262
C -2.0258 -0.4131 -5.3185 -0.154 0.127 0.139
H 5.2299 3.6515 -3.0616 -0.133 -0.042 0.064
N -1.5101 -8.6935 4.7171 0.205 0.108 0.161
H 0.0228 10.3349 2.5229 -0.071 0.007 -0.015
H -5.1219 -3.7318 4.2008 0.027 -0.039 -0.016
H 2.8569 3.3229 -2.6996 -0.115 0.115 0.115
C -2.7069 -5.1102 4.8139 0.247 0.106 -0.248
H 6.5695 4.1763 3.0353 -0.003 -0.140 0.019
H 3.1596 -7.6923 4.8482 -0.036 -0.068 0.003
H -4.9422 -5.1314 3.1268 0.010 0.007 0.033
H -2.7473 -2.1132 -8.0638 -0.027 -0.052 0.116
C -2.5371 -4.0460 -9.0004 -0.062 0.321 0.091
H 1.2430 -1.3640 -5.1149 -0.097 0.099 -0.061
H 3.7744 1.7799 3.1855 -1.941 -0.256 -0.490
H 0.0473 -1.9110 -6.2819 0.019 0.123 0.025
C 2.7830 1.7171 2.6666 0.504 0.344 -1.381
C 5.4637 5.5421 -2.0858 0.046 0.015 0.059
H 3.1008 4.9068 -3.4149 -0.080 0.089 0.130
C -4.5578 -4.1331 3.3554 0.023 0.098 -0.073
H 0.3775 -3.5672 -4.4651 -0.059 0.027 0.027
H -6.4121 -2.8377 -2.2187 -0.045 0.005 0.189
C -3.0650 -4.1773 3.6531 -0.227 0.132 -0.190
H -4.0088 -2.1311 -2.3031 -0.120 -0.057 0.018
C -1.3663 6.5292 2.3086 -0.146 -0.071 -0.121
H 0.1436 6.3758 0.8693 -0.156 -0.011 0.058
C 7.4379 3.6051 3.3748 0.137 0.287 0.092
C -0.7714 -8.4060 5.5505 -0.160 -0.180 -0.012
C -5.8949 -2.1278 -0.3201 -0.144 0.083 0.098
H -0.6159 1.4953 2.6564 -0.440 0.923 -0.914
H -0.3345 -7.3821 7.3218 -0.112 -0.106 -0.108
H 0.7822 1.0360 0.0072 0.004 0.971 0.819
C 2.2657 -8.2292 5.1716 0.013 0.031 -0.079
N -5.7427 -2.3032 0.8055 -0.056 0.008 -0.332
H 2.0248 -7.0096 6.9148 -0.162 0.009 0.001
H -0.0995 -2.3699 -3.2541 -0.046 -0.015 -0.042
H -1.2449 9.8388 1.3929 0.000 -0.013 0.045
H 0.9053 8.0169 2.6009 -0.041 -0.082 -0.092
H -4.7489 -3.4905 2.4936 -0.042 -0.111 0.198
C -1.1282 -5.8309 -7.9919 -0.029 -0.145 0.127
H -1.6174 -5.1668 4.9025 -0.085 -0.021 0.163
H 8.2546 1.6139 3.1482 0.006 0.010 -0.165
H -2.4564 -6.1174 -9.5831 0.113 -0.072 0.137
H -3.4776 0.2793 -2.5279 -0.046 0.028 0.077
H -2.5401 -4.5239 2.7576 0.071 -0.016 0.145
C 0.2653 8.3259 1.7696 -0.005 0.276 0.029
H 8.7929 4.5019 1.9287 0.013 -0.049 0.041
C 8.7115 4.3562 3.0084 -0.010 0.067 -0.035
N -2.0153 6.0575 3.1307 0.104 0.207 0.056
H -1.2795 -2.9632 -4.4357 0.022 0.050 0.038
H -6.9006 -1.1808 -1.9065 0.054 0.016 0.173
C -2.3975 -5.5319 -8.6608 -0.084 0.071 -0.356
H 0.4619 -8.9385 7.1695 -0.094 -0.047 -0.131
N -3.1487 -0.5275 -5.5373 0.233 -0.057 -0.058
N -0.1347 -6.0658 -7.4637 -0.131 0.096 -0.113
C 1.0124 2.0181 0.5109 1.065 0.580 0.939
C -0.2339 -2.6789 -4.2936 0.009 -0.081 -0.021
H 8.7137 5.3423 3.4772 0.041 -0.052 -0.036
H -4.3670 1.8462 1.4859 -0.209 -0.103 0.057
N 7.3090 2.1737 0.1901 0.018 0.088 0.133
H -3.4538 -3.9083 -9.5819 0.085 -0.127 -0.010
C -2.6035 -3.1537 -7.7679 0.031 0.035 -0.076
H 7.3706 3.5409 4.4649 -0.082 -0.096 -0.098
H -1.6811 -3.2082 -7.1848 -0.062 -0.051 0.009
```
Forces are in eV/Å.

Löwdin atomic charge list, values in e, 99 entries: 0.072 -0.121 -0.129 -0.050 0.117 -0.266 0.132 -0.104 -0.240 -0.193 -0.279 -0.195 0.045 0.069 -0.214 0.109 0.125 -0.188 0.104 0.071 -0.200 0.068 -0.284 0.120 0.074 0.188 -0.229 0.084 -0.448 0.102 0.108 -0.060 0.121 -0.375 0.082 -0.182 0.116 0.081 0.261 -0.268 0.051 -0.265 0.111 -0.081 0.004 0.074 0.071 0.068 0.080 0.103 0.073 -0.192 -0.221 0.108 0.150 0.065 0.075 0.116 -0.208 0.115 0.072 0.074 0.069 -0.266 0.109 0.012 0.095 0.032 -0.114 0.118 -0.115 0.073 0.110 -0.261 0.106 -0.233 0.063 -0.266 -0.235 -0.204 0.062 0.119 0.103 -0.113 0.168 0.109 0.080 0.072 0.111 0.018 -0.237 0.103 0.119 0.115 0.058 0.108 -0.271 0.071 -0.115

=====

The following is a quantum chemistry calculation of a structure of composition C36H32F9MgN7O4PS, from the OMol25 dataset.

Properties
- Maximum force: 0.79 eV/Å
- HOMO: -5.0 eV
- Total charge: -1
- Gap between HOMO and LUMO: 7.258 eV

Geometry as XYZ:
```
91
Properties=species:S:1:pos:R:3:forces:R:3
C -0.9183 4.4133 -1.8296 -0.028 0.006 -0.002
H 1.0685 -3.4112 -1.7920 -0.067 0.025 0.003
C -1.3438 -1.9899 -6.5994 0.002 0.011 0.046
C -3.1883 5.4275 -1.7682 0.021 -0.046 0.040
C -3.7004 -1.2690 1.1886 -0.074 -0.003 0.009
F -3.1667 5.9665 -3.0094 -0.008 -0.019 0.062
H 2.6803 -3.7826 -2.4102 0.009 0.035 0.011
C -0.0329 -0.2208 -2.9258 0.047 0.034 0.063
H -0.7979 2.5165 2.2203 0.006 0.045 -0.032
H -0.1045 0.3619 -6.2715 0.002 0.002 -0.022
N 2.7351 -2.9102 0.2375 0.082 0.099 -0.030
C 2.3936 -4.2114 -0.2979 0.076 0.020 0.069
C 4.8668 1.6994 -1.8115 0.046 -0.013 -0.018
H 0.4297 -4.8028 3.0880 -0.006 0.010 0.004
F -0.3211 -2.1137 -7.4739 -0.058 0.000 0.029
C -1.8474 0.0528 5.0988 -0.018 0.089 -0.001
C -0.2203 -2.8689 3.6606 -0.221 0.134 0.187
H -3.0453 0.2678 6.8628 -0.007 0.003 0.003
C 2.9521 0.4946 -2.6121 -0.022 0.042 -0.057
H -1.8775 1.1002 4.8263 0.011 0.003 0.011
H 2.1862 2.3267 0.1260 -0.039 0.021 0.017
H -1.6082 -2.9945 -4.0794 -0.009 -0.014 -0.003
P 0.4495 0.5030 -1.2916 -0.181 0.153 -0.209
H -2.3314 0.8994 -1.1502 0.016 -0.009 0.044
H -0.5219 5.4009 -2.0282 0.005 0.017 0.009
C 2.7513 1.9428 -0.7144 0.014 -0.015 0.054
N 0.1543 2.4359 1.8533 -0.162 -0.105 0.153
F 6.6519 2.4240 -3.1822 0.003 -0.020 0.049
H -4.5464 -0.0779 2.8427 -0.005 0.005 0.001
H 1.6284 -4.6311 0.3491 -0.012 0.012 0.005
C -2.4182 -1.7682 6.5150 -0.012 -0.024 0.012
H -1.5911 -3.6485 5.8890 -0.009 -0.009 0.011
C -2.2838 4.2343 -1.6623 -0.024 0.025 -0.026
C -4.0953 0.0349 1.8569 -0.052 -0.016 -0.076
C -0.5534 2.0477 -1.4984 0.086 -0.050 0.099
H -1.1630 -4.7840 3.8742 -0.010 0.006 0.000
C -0.6761 -1.4497 -2.9117 0.014 -0.073 0.010
H 3.2714 -4.8645 -0.2457 -0.032 -0.037 -0.001
F -2.8230 6.4158 -0.9246 -0.040 -0.055 -0.063
C 0.1619 0.4291 -4.1486 -0.036 0.068 0.026
C 4.2985 0.8011 -2.7048 0.047 0.051 -0.006
H 0.9993 3.4842 -1.8935 0.027 -0.015 0.035
H 3.3857 -2.3309 -0.2674 0.004 -0.031 0.004
N 0.4347 -2.2390 2.7533 -0.004 -0.277 -0.089
N -1.1635 -0.7368 4.2811 0.157 -0.086 0.012
S 2.5137 -0.6158 1.5107 -0.241 -0.136 -0.095
C 1.3891 2.2644 3.9116 -0.098 -0.093 -0.105
H -4.2182 -1.4860 0.2544 -0.002 0.007 0.007
F 7.0967 0.9208 -1.6956 -0.010 0.069 -0.022
C -2.4996 -0.4167 6.2293 0.002 0.012 -0.012
H -3.8173 -2.1377 1.8388 -0.015 -0.008 -0.014
C -1.0581 -2.0410 4.5649 0.083 -0.162 -0.129
C -1.1109 -2.0350 -4.0992 0.009 -0.019 0.018
O 1.9347 2.8663 4.8284 0.046 0.068 0.046
H 4.5414 2.9316 -0.0844 0.005 0.004 0.015
C -2.7926 2.9657 -1.4227 -0.005 0.036 -0.008
O -1.5539 -1.9042 0.2876 0.032 -0.016 0.004
C -2.7702 0.7637 2.0145 0.337 0.193 0.030
C 1.8927 -4.1192 -1.7317 -0.005 -0.033 -0.039
H 0.9443 3.9838 2.9647 -0.028 -0.051 0.030
C -0.2598 -0.1456 -5.3282 -0.048 -0.064 -0.032
H 1.5403 -5.0899 -2.0858 0.024 -0.021 -0.003
O -2.6801 1.8503 2.5762 -0.027 0.012 0.053
F -1.8806 -3.2137 -6.4490 0.021 0.079 -0.035
N -1.7233 0.0726 1.4732 -0.460 -0.634 0.053
H -3.8556 2.8237 -1.2886 -0.017 0.000 -0.003
H 0.6435 1.4000 -4.1705 0.005 -0.007 0.010
C 2.0675 -2.2578 1.2263 -0.068 -0.073 -0.030
C -0.0613 3.3263 -1.7476 0.065 0.011 -0.055
H 2.5272 -0.2144 -3.3111 0.022 0.005 0.023
C -0.8959 -1.3871 -5.2998 0.011 0.017 -0.038
H 4.9067 0.3449 -3.4757 0.014 -0.008 0.001
H -2.9113 -2.1784 7.3878 0.004 0.005 0.002
H -0.8436 -1.9492 -1.9642 -0.031 0.004 0.039
C 2.1518 1.0800 -1.6311 0.083 -0.154 0.042
C 4.0954 2.2652 -0.8087 -0.017 0.028 -0.030
N 1.1832 -2.9828 1.8985 -0.020 0.339 0.031
H 0.1746 2.9365 0.9732 0.101 -0.116 -0.055
C 6.3305 2.0069 -1.9349 -0.068 -0.003 0.040
F -2.2733 -1.2248 -7.2140 0.043 -0.059 0.015
C -1.6876 -2.5941 5.6782 -0.009 0.041 0.000
H 0.3001 -4.5817 4.8399 0.008 0.003 0.009
C -0.1612 -4.3485 3.8769 0.033 -0.051 -0.065
Mg 0.1626 -0.0555 2.5342 0.421 0.342 -0.246
C -1.9296 1.8876 -1.3404 -0.041 -0.020 0.006
F -4.4718 5.1296 -1.4969 0.075 0.050 -0.021
C -2.2096 -1.0957 0.9208 0.207 0.172 -0.115
F 6.7340 2.9685 -1.0872 0.000 -0.068 -0.058
H -4.7652 0.6548 1.2590 -0.016 -0.011 0.003
O 1.0313 1.0434 3.8710 -0.060 0.160 0.402
N 1.1102 3.0135 2.7282 0.097 0.151 -0.111
```
Forces are in eV/Å.

And the Löwdin charges, in e, turn out to be: -0.010 0.053 -0.577 -0.576 -0.089 0.127 0.068 -0.353 0.059 0.123 -0.034 -0.254 -0.127 0.059 0.130 -0.097 -0.261 0.102 -0.074 0.116 0.089 0.119 1.148 0.103 0.124 -0.124 0.011 0.123 0.115 0.096 -0.067 0.099 -0.128 -0.088 -0.349 0.081 -0.075 0.106 0.133 -0.078 -0.013 0.100 0.099 -0.016 0.086 0.642 -0.731 0.113 0.133 -0.051 0.117 -0.197 0.000 0.000 0.125 0.002 0.011 -0.530 -0.084 0.116 -0.010 0.068 0.005 0.129 0.081 0.118 0.115 -0.813 -0.075 0.099 -0.129 0.121 0.104 0.079 -0.384 0.003 -0.008 0.059 -0.576 0.131 -0.017 0.085 -0.034 0.490 -0.077 0.129 -0.525 0.132 0.114 -0.139 -0.018

=====

The following is a quantum chemistry calculation of a structure of composition C28H31IrN3O9PS3 at a distorted geometry, from the OMol25 dataset.

Properties
- Maximum force: 4.99 eV/Å
- HOMO (spin up / spin down): -5.1 / -5.1 eV
- Total charge: -1
- Multiplicity: 2
- Gap between HOMO and LUMO (spin up / spin down): 7.032 / 6.498 eV
- <S²>: 0.755

Geometry as XYZ:
```
76
Properties=species:S:1:pos:R:3:forces:R:3
C 1.1725 0.4018 3.5826 -0.183 0.133 0.116
C 0.7304 -5.9073 2.3144 0.166 -0.027 -0.125
C -2.9258 4.9173 2.0414 -0.061 -0.025 -0.056
O 0.1566 0.5897 1.4670 -0.717 -0.542 0.265
H 3.0279 -2.1932 -6.3459 -0.001 0.011 -0.002
C 3.4659 -0.5973 2.4109 0.059 -0.041 -0.064
H 2.7746 -1.7783 -3.9086 0.003 -0.020 -0.007
H -1.3791 -6.0535 4.9716 0.016 -0.018 -0.001
C 0.9970 -1.6218 -6.7830 0.012 -0.021 0.016
C 0.4900 4.8142 -2.3746 -0.140 0.018 0.054
C -0.3708 -1.0135 -4.8941 0.053 0.018 0.051
C -1.1732 -4.3506 3.6882 -0.018 -0.051 0.048
H 1.4676 -6.4957 1.7839 -0.025 -0.012 -0.002
C 0.4173 -4.6252 1.9108 -0.214 0.167 0.075
S 1.0501 -3.6697 0.5559 0.077 -0.015 -0.384
H -2.0558 5.4532 1.6640 -0.007 0.019 0.026
C -1.5458 2.8208 2.2662 -0.090 -0.005 -0.050
C 2.3526 -0.3059 1.6179 0.069 -0.212 -0.021
C 2.2724 0.0987 4.3581 0.121 0.038 -0.129
C -2.8067 3.4376 1.7153 0.048 0.248 -0.013
C 1.3298 4.3987 -0.0252 -0.049 0.033 0.027
C 0.2629 5.0494 -0.8906 0.009 -0.146 -0.050
O 2.3970 -3.2647 0.8654 0.089 -0.061 0.051
C 0.0575 -6.4147 3.4187 -0.001 0.030 0.024
C 2.3946 -0.5903 0.2104 0.421 0.176 -0.114
O -2.9591 3.2555 0.2892 0.222 -0.335 0.090
P -1.9381 3.3745 -0.9252 -0.894 0.319 -0.054
H -2.9902 5.0522 3.1233 0.003 0.003 -0.005
Ir -0.6534 -0.4346 -0.0543 3.698 1.083 -3.168
H 0.2609 0.7866 4.0224 0.006 -0.031 0.000
C 2.0838 -1.8509 -5.9432 0.054 0.022 0.010
C -0.2105 -1.1977 -6.2685 -0.040 -0.008 -0.041
N -0.0005 -2.4310 0.7404 -1.370 0.572 0.778
H -1.5535 2.8974 3.3564 0.000 0.023 0.001
C -0.8740 -5.6407 4.1077 -0.018 0.042 -0.031
H 4.3412 -1.0180 1.9290 0.004 0.018 0.021
H 1.0945 -1.7839 -7.8498 -0.003 0.027 -0.001
H 1.2581 3.3145 -0.1078 0.042 -0.001 0.014
H -1.5673 -0.5645 -3.4919 -0.024 0.063 -0.002
O 0.8602 -4.3632 -0.6851 -0.145 0.008 -0.064
S -2.9896 3.7909 -2.5016 0.199 -0.052 -0.123
O -1.5874 -0.6295 -4.4652 0.051 -0.015 -0.061
C 1.9461 -1.6295 -4.5872 -0.053 0.006 -0.011
H -3.7807 -2.2890 -0.7665 -0.001 -0.003 0.030
H -3.8189 5.3364 1.5771 -0.003 0.012 0.023
H -3.6703 2.9083 2.1216 -0.015 -0.019 -0.024
H 1.3907 5.3437 -2.6911 0.024 -0.025 0.038
H 3.3167 -0.9877 -0.2029 0.042 0.225 -0.093
N 1.4196 -0.4493 -0.6028 -0.727 -0.456 0.523
C 1.1964 0.2157 2.1932 -0.286 -0.103 0.293
O -2.5457 -0.7134 -0.3070 -0.511 0.332 0.602
O -1.0451 4.6210 -0.4366 0.284 -0.155 0.194
H -3.9144 -0.8616 -1.8192 0.023 0.070 0.020
H -1.4746 1.7740 1.9931 -0.040 0.050 0.083
C 3.4447 -0.3892 3.7723 -0.107 0.009 0.051
H -2.5405 -1.9617 -1.9768 0.041 -0.049 0.038
H -0.6618 3.3341 1.8851 0.015 -0.034 0.019
C 0.6175 -0.9774 -2.5858 -0.185 -0.298 -0.174
H 2.3241 4.7111 -0.3517 -0.018 0.043 0.008
H 1.1977 4.6808 1.0208 0.027 -0.011 0.001
H -0.3601 5.1768 -2.9503 0.026 0.011 -0.031
O -0.5779 -1.0119 -2.0566 -0.319 0.026 0.557
H -1.0586 -0.9990 -6.9107 -0.018 -0.039 0.021
C 0.7302 -1.2125 -4.0453 -0.264 -0.119 0.106
H -1.8953 -3.7306 4.2031 -0.022 -0.012 -0.027
H 4.3100 -0.6128 4.3817 -0.001 -0.041 -0.017
C -3.2138 -1.4898 -1.2598 -0.011 -0.255 0.202
O -1.5199 -1.7066 2.2983 -0.011 -0.114 0.089
H 2.2285 0.2393 5.4315 -0.027 0.026 -0.008
C -0.7518 -2.5550 1.8874 0.160 -0.131 0.058
C -0.5266 -3.8658 2.5678 0.068 -0.078 -0.035
H 0.2582 -7.4274 3.7443 0.025 0.016 0.026
S -0.7061 1.7543 -1.2233 -0.036 -0.780 0.396
N 1.6902 -0.7582 -1.9190 0.476 0.423 0.008
H 0.2449 6.1249 -0.7019 -0.017 0.015 -0.006
H 0.6118 3.7503 -2.5794 0.038 0.022 -0.061
```
Forces are in eV/Å.

And the Löwdin charges, in e, turn out to be: -0.001 -0.035 -0.053 -0.299 0.093 -0.040 0.109 0.101 -0.096 -0.087 -0.253 0.001 0.120 -0.204 0.649 0.071 -0.056 -0.165 -0.083 -0.430 -0.064 -0.450 -0.292 -0.077 -0.083 -0.306 -0.114 0.078 1.439 0.115 -0.103 -0.018 -0.142 0.089 -0.071 0.116 0.097 0.039 0.072 -0.288 0.215 0.075 -0.030 0.076 0.083 0.140 0.080 0.137 -0.118 -0.333 -0.447 -0.326 0.084 0.053 -0.098 0.061 0.071 -0.435 0.081 0.076 0.055 -0.263 0.115 -0.067 0.122 0.093 -0.199 0.045 0.098 -0.521 -0.130 0.101 0.439 0.108 0.136 0.045